No. 1
C17H48ClO17S7 | the ωB97M-V functional and the def2-TZVPD basis

LUMO (eV): 2.04
Energy relative to the best compared isomer or geometry (same formula, charge and spin) (kcal/mol): 109.1
Net charge: -1
Frontier orbital gap (eV): 9.2

```
90
Properties=species:S:1:pos:R:3:lowdin_charge:R:1
Cl 0.481 0.053 -0.742 0.6085
O 1.575 -0.273 0.189 -0.3854
O 0.798 -0.493 -2.038 -0.3645
O -0.742 -0.559 -0.284 -0.3815
O 0.218 1.427 -0.830 -0.3466
O -2.382 3.935 -5.175 -0.3245
S -2.444 3.431 -3.808 0.7079
O -1.991 4.343 -2.707 -0.3209
O -3.943 2.755 -3.421 -0.2963
C -4.798 2.229 -4.480 -0.2512
C -5.575 1.021 -3.879 -0.0617
C -1.440 1.866 -3.777 -0.0889
H -4.203 1.795 -5.283 0.1073
H -5.488 3.021 -4.772 0.1141
H -6.470 0.790 -4.456 0.0754
H -5.821 1.223 -2.837 0.0776
H -4.843 0.215 -3.832 0.0613
H -1.617 1.587 -2.738 0.0455
H -0.367 2.048 -3.847 0.0420
H -1.759 1.164 -4.547 0.0716
O 1.463 5.519 2.642 -0.3358
S 2.632 4.586 2.533 0.7096
O 4.011 5.059 2.620 -0.3228
O 2.458 3.299 3.602 -0.2899
C 2.290 3.680 5.023 -0.2480
C 1.886 2.475 5.855 -0.0663
C 2.365 3.592 0.953 -0.0849
H 1.514 4.439 5.121 0.1106
H 3.240 4.030 5.427 0.1138
H 0.825 2.402 6.094 0.0812
H 2.502 2.338 6.743 0.0739
H 2.221 1.620 5.267 0.0599
H 3.024 2.726 0.891 0.0655
H 2.571 4.310 0.158 0.0644
H 1.340 3.224 1.017 0.0558
O 3.687 -5.232 -2.721 -0.3159
S 2.741 -4.185 -2.399 0.6979
O 1.761 -3.747 -3.402 -0.3043
O 1.966 -4.634 -0.918 -0.2802
C 1.233 -3.664 -0.213 -0.2984
C 0.621 -4.592 0.841 -0.0664
C 3.756 -2.787 -1.816 -0.1021
H 0.448 -3.147 -0.765 0.1126
H 1.918 -2.960 0.260 0.1000
H 0.027 -4.088 1.603 0.0666
H 1.352 -5.271 1.282 0.0806
H 0.062 -5.298 0.227 0.0751
H 3.009 -1.997 -1.744 0.0397
H 4.442 -2.470 -2.601 0.0720
H 4.232 -3.145 -0.903 0.0784
C -3.648 -1.294 3.680 -0.2662
S -3.363 0.454 4.072 0.8580
O -2.621 0.701 5.425 -0.6141
C -2.048 0.745 2.779 -0.2423
H -4.619 -1.202 3.193 0.0410
H -3.699 -1.952 4.548 0.0541
H -2.824 -1.650 3.060 0.0353
H -1.163 0.113 2.849 0.0304
H -1.704 1.778 2.846 0.0492
H -2.347 0.604 1.740 0.0473
C -3.185 -2.961 -0.434 -0.2629
S -4.975 -3.264 -0.691 0.8337
O -5.832 -2.036 -0.344 -0.5856
C -4.759 -3.344 -2.538 -0.2642
H -3.241 -1.902 -0.686 0.0437
H -2.592 -3.449 -1.208 0.0437
H -2.661 -3.257 0.475 0.0460
H -4.061 -4.138 -2.803 0.0428
H -4.446 -2.445 -3.070 0.0486
H -5.650 -3.677 -3.072 0.0397
C 2.933 2.458 -3.116 -0.2701
S 2.830 1.554 -4.696 0.8712
O 1.724 2.330 -5.477 -0.5956
C 4.369 2.164 -5.557 -0.2604
H 1.997 2.624 -2.581 0.0433
H 3.345 3.452 -3.287 0.0470
H 3.692 2.127 -2.407 0.0510
H 5.178 1.931 -4.866 0.0350
H 4.550 3.233 -5.668 0.0504
H 4.421 1.751 -6.565 0.0440
C 2.093 -2.070 6.110 -0.2536
S 3.006 -1.601 4.549 0.8472
O 3.863 -2.819 4.138 -0.5937
C 1.517 -1.467 3.445 -0.2499
H 1.008 -1.964 6.069 0.0391
H 2.454 -1.537 6.990 0.0364
H 2.085 -3.151 6.248 0.0465
H 1.079 -2.457 3.319 0.0408
H 1.714 -1.335 2.381 0.0213
H 0.793 -0.707 3.737 0.0399
```

---

No. 2
C17H48O7 | the ωB97M-V functional and the def2-TZVPD basis

LUMO (eV): 0.22
Energy relative to the best compared isomer or geometry (same formula, charge and spin) (kcal/mol): 60.4
Frontier orbital gap (eV): 10.1
Structure (SMILES): CC(C)O.CC(C)O.CC(C)O.CC(C)O.CC(C)O.CO.CO

```
72
Properties=species:S:1:pos:R:3:lowdin_charge:R:1
C -2.736 6.170 -3.643 -0.0641
C -2.011 5.613 -4.850 -0.5093
C -2.371 4.188 -5.295 -0.0459
O -2.433 6.477 -5.852 -0.0644
H -2.201 7.083 -3.383 0.0780
H -2.614 5.531 -2.769 0.0748
H -3.762 6.529 -3.723 0.0830
H -0.930 5.740 -4.790 0.1408
H -2.231 3.507 -4.456 0.0751
H -1.754 3.727 -6.067 0.0779
H -3.405 4.227 -5.639 0.0784
H -3.317 6.141 -6.017 0.0759
C 0.747 1.534 6.908 -0.0625
C 1.964 1.059 6.096 -0.4785
C 3.276 1.289 6.817 -0.0703
O 1.861 -0.355 5.823 -0.0634
H -0.202 1.347 6.405 0.0766
H 0.816 2.606 7.091 0.0787
H 0.703 0.966 7.837 0.0772
H 1.944 1.621 5.162 0.1321
H 3.401 2.318 7.154 0.0751
H 4.129 1.067 6.175 0.0785
H 3.371 0.688 7.722 0.0804
H 1.500 -0.768 6.611 0.0765
C -2.628 -4.104 2.757 -0.0707
C -3.950 -4.092 1.960 -0.4383
C -3.921 -3.113 0.803 -0.0639
O -3.993 -5.405 1.285 -0.0925
H -2.521 -4.962 3.421 0.0687
H -2.443 -3.189 3.321 0.0773
H -1.792 -4.375 2.113 0.0791
H -4.809 -4.024 2.628 0.1283
H -3.035 -3.336 0.208 0.0808
H -3.751 -2.116 1.210 0.0793
H -4.796 -3.191 0.158 0.0809
H -3.765 -6.130 1.872 0.0711
C -2.527 -2.941 -6.124 -0.0769
C -3.971 -2.758 -6.480 -0.5371
C -4.223 -1.908 -7.718 -0.0408
O -4.409 -4.056 -6.643 -0.0469
H -2.179 -1.961 -5.797 0.0766
H -1.858 -3.251 -6.926 0.0889
H -2.339 -3.486 -5.198 0.0792
H -4.508 -2.379 -5.610 0.1337
H -5.219 -2.119 -8.106 0.0815
H -3.432 -2.026 -8.459 0.0772
H -4.152 -0.826 -7.614 0.0755
H -4.247 -4.467 -5.790 0.0891
C 4.527 -4.540 1.525 -0.0550
C 5.453 -3.510 2.215 -0.5046
C 5.436 -2.167 1.551 -0.0768
O 5.211 -3.420 3.615 -0.0413
H 5.037 -4.836 0.608 0.0741
H 3.518 -4.201 1.290 0.0721
H 4.353 -5.410 2.157 0.0727
H 6.487 -3.816 2.058 0.1315
H 6.240 -1.592 2.010 0.0809
H 4.519 -1.599 1.712 0.0788
H 5.642 -2.212 0.481 0.0831
H 4.422 -2.884 3.727 0.0840
C 3.455 6.111 3.171 -0.1647
O 4.000 5.203 2.210 -0.1246
H 2.539 5.685 3.580 0.0759
H 4.065 6.144 4.074 0.0690
H 3.375 7.128 2.789 0.0768
H 4.925 5.453 2.144 0.0678
C 1.073 0.738 -0.997 -0.1408
O 1.404 2.149 -1.140 -0.1362
H 2.003 0.191 -1.149 0.0652
H 0.670 0.479 -0.018 0.0738
H 0.473 0.409 -1.845 0.0742
H 1.894 2.407 -0.356 0.0634
```

---

No. 3
C17H49O11 | the ωB97M-V functional and the def2-TZVPD basis

LUMO (eV): 2.76
Energy relative to the best compared isomer or geometry (same formula, charge and spin) (kcal/mol): 230.2
Net charge: -1
Frontier orbital gap (eV): 9.4

```
77
Properties=species:S:1:pos:R:3:lowdin_charge:R:1
C 0.576 0.681 -0.612 -0.7142
O 0.250 0.247 -1.715 -0.0064
O 1.164 -0.163 0.335 0.0278
O 0.330 1.825 -0.202 -0.0186
H 1.153 -1.142 -0.154 0.1788
C -1.020 1.594 -5.257 -0.1111
O 0.175 1.154 -4.568 -0.1294
H -0.836 2.439 -5.773 0.0347
H -1.796 1.561 -4.430 0.0981
H -1.338 0.905 -5.962 0.0438
H -0.136 0.969 -3.664 0.0301
C -2.093 3.662 -0.728 -0.1580
O -0.952 3.491 -1.524 -0.0836
H -2.595 4.637 -0.517 0.0776
H -1.898 3.215 0.168 0.0342
H -2.939 3.247 -1.366 0.0790
H -0.310 2.976 -1.177 -0.0555
C 0.570 -2.523 -3.499 -0.1633
O 1.327 -2.005 -2.467 -0.1337
H 0.390 -3.479 -2.979 0.0776
H 1.253 -2.585 -4.428 0.0983
H -0.294 -1.753 -3.720 0.1151
H 0.976 -1.193 -2.524 -0.0620
C 2.484 4.157 1.169 -0.1107
O 2.815 3.033 0.278 -0.1685
H 3.478 4.652 1.303 0.0855
H 2.027 3.847 2.075 0.0520
H 1.986 4.825 0.583 0.0372
H 2.015 2.584 -0.113 0.0469
C 3.284 -1.088 2.735 -0.0699
C 4.418 -1.005 1.749 -0.4646
C 5.601 -0.332 2.539 -0.0612
O 4.900 -2.327 1.477 -0.0638
H 2.584 -1.613 2.235 0.0253
H 3.031 -0.126 3.005 0.0416
H 3.527 -1.469 3.769 0.1111
H 4.121 -0.432 0.893 0.1330
H 6.100 -0.918 3.453 0.1241
H 5.272 0.548 2.900 0.0040
H 6.231 -0.152 1.533 0.1195
H 4.764 -2.578 0.558 0.0853
C -2.296 -3.574 1.326 -0.0350
C -1.310 -3.620 0.126 -0.4366
C 0.039 -4.058 0.667 -0.0983
O -1.688 -4.728 -0.739 -0.0065
H -1.957 -2.743 1.981 0.0837
H -2.492 -4.504 1.747 0.0584
H -3.260 -3.330 1.084 0.0341
H -1.042 -2.748 -0.539 0.1414
H 0.780 -3.920 -0.222 0.0928
H -0.026 -5.260 1.090 0.1515
H 0.420 -3.528 1.560 0.0568
H -1.910 -4.288 -1.427 -0.0368
C -4.263 0.035 -3.074 -0.0304
C -3.055 0.453 -2.058 -0.4389
C -3.457 0.371 -0.649 -0.0505
O -2.272 -0.684 -2.315 -0.1071
H -4.672 -0.954 -3.044 0.0473
H -3.986 0.097 -4.176 0.0727
H -5.055 0.873 -2.822 0.0984
H -2.534 1.202 -2.324 0.0378
H -4.178 -0.331 -0.346 0.0580
H -4.135 1.328 -0.308 0.1376
H -2.731 0.331 0.030 0.0153
H -1.364 -0.748 -1.959 0.0501
C 0.104 1.780 4.700 -0.0325
C 0.010 1.301 3.199 -0.3753
C -1.094 0.321 2.932 -0.0729
O -0.360 2.514 2.383 -0.0238
H 0.789 2.701 4.852 0.1066
H 0.450 0.957 5.126 0.0008
H -0.944 2.026 5.054 0.0951
H 0.954 1.036 2.689 0.1250
H -0.783 -0.620 3.349 0.0617
H -1.172 -0.196 1.930 0.0735
H -2.088 0.732 3.144 0.0919
H -0.018 2.411 1.652 -0.1323
```